Entry 1:
ORCA calculation (ωB97M-V/def2-TZVPD) on a cluster of 2 separate species, C7H13NO in total at a distorted geometry.

Positions of all 22 atoms, in Å:
1 C 2.02871 1.14789 1.40004
2 C 0.94573 0.17979 0.93000
3 C 0.92088 -1.06959 1.79920
4 C -0.42942 0.87888 0.72760
5 C -0.16604 0.92828 -0.80297
6 C -1.25355 0.52097 -1.68488
7 N -2.15621 0.22158 -2.34839
8 C 1.00037 -0.07889 -0.60322
9 H 2.06120 2.05725 0.78182
10 H 1.84586 1.45167 2.44226
11 H 3.01877 0.66910 1.35323
12 H 0.71472 -0.80866 2.84863
13 H 0.14654 -1.77227 1.46050
14 H 1.89226 -1.58643 1.76304
15 H -1.27302 0.22643 0.98420
16 H -0.56628 1.85297 1.21368
17 H 0.19098 1.91424 -1.12823
18 H 1.93640 0.17614 -1.11581
19 H 0.71053 -1.10449 -0.86289
20 O -4.04200 -2.27714 -3.11269
21 H -3.93322 -1.54322 -3.73471
22 H -3.59322 -1.98450 -2.31041

Highest occupied orbital energy ... -10.81 eV
E_LUMO ... 0.597 eV
Gap between HOMO and LUMO ... 11.412 eV
Energy above the lowest of the compared OMol25 structures with the same formula, charge and spin ... 21.0 kcal per mole
Electronic energy ... -404.49392 hartree
SMILES ... CC1(C)CC(C#N)C1.O
Max |F| ... 1.32 eV/A

***

Entry 2:
ORCA calculation (ωB97M-V/def2-TZVPD) on a structure of composition C10H14BF5N6OPbTe at a distorted geometry.

Positions of all 39 atoms, in Å:
1 C -0.78613 1.16095 2.82265
2 N -0.47233 1.00565 1.52211
3 N 0.33644 2.04999 1.09109
4 C 0.50941 2.89144 2.11654
5 C -0.17919 2.38339 3.25386
6 B 0.85186 2.21939 -0.40499
7 N 1.92005 1.15602 -0.91352
8 N 1.63309 -0.19328 -1.14311
9 C 2.72175 -0.82474 -1.61908
10 C 3.75545 0.15290 -1.73322
11 C 3.18819 1.37261 -1.27706
12 Pb -0.16227 -0.59812 0.05354
13 N -0.39795 2.10292 -1.33965
14 N -1.08905 0.90490 -1.34939
15 C -2.11098 0.97721 -2.18802
16 C -2.10494 2.27606 -2.76474
17 C -0.99332 2.94662 -2.18738
18 H -2.75802 0.15574 -2.33151
19 H -0.61631 3.93128 -2.33024
20 H -2.78761 2.66544 -3.47789
21 H 1.33845 3.27580 -0.49423
22 H 3.60340 2.34666 -1.20313
23 H 1.08132 3.77560 1.99180
24 H 4.73840 -0.00088 -2.09254
25 H -0.23901 2.81938 4.21278
26 H 2.70378 -1.84931 -1.84004
27 H -1.37857 0.46594 3.33187
28 H 0.02039 -2.97517 -0.73242
29 C 0.42608 -3.94554 -0.43076
30 H 1.22928 -4.22432 -1.11088
31 H 0.80491 -3.87722 0.58975
32 H -0.37575 -4.68916 -0.47212
33 F -1.29132 -4.65616 1.83905
34 Te -2.02697 -2.83997 1.78561
35 F -2.40764 -3.02756 -0.17913
36 F -1.73165 -2.64419 3.71376
37 F -3.85034 -3.59006 2.11035
38 F -2.86458 -1.01081 1.73907
39 O -0.23834 -2.08940 1.44124

Highest occupied orbital energy (alpha / beta) ... -22.95 / -22.89 eV
E_LUMO (alpha / beta) ... -18.609 / -18.933 eV
Net charge ... +4
Gap between HOMO and LUMO (alpha / beta) ... 4.342 / 3.954 eV
Energy above the lowest of the compared OMol25 structures with the same formula, charge and spin ... 0.0 kcal per mole
Electronic energy ... -1776.26154 hartree
Max |F| ... 6.55 eV/A

***

Entry 3:
ORCA calculation (ωB97M-V/def2-TZVPD) on a cluster of 6 separate species, C54H114N6O6 in total at a distorted geometry.

Positions of all 180 atoms, in Å:
1 C 4.73089 -0.39142 -2.27667
2 C 5.63491 0.06156 -3.53105
3 C 6.22412 1.50841 -3.27024
4 C 7.36617 1.99243 -4.23172
5 C 8.49834 0.97089 -4.10329
6 C 7.95177 -0.54335 -4.31622
7 N 6.70967 -0.85657 -3.60438
8 O 6.32595 -2.07779 -3.65226
9 C 7.77523 -0.81934 -5.88144
10 C 9.09782 -1.45175 -3.84168
11 C 4.71797 0.08472 -4.84520
12 H 5.28049 -0.72559 -1.39669
13 H 3.95267 -1.09349 -2.57598
14 H 4.07134 0.44539 -2.04684
15 H 5.33109 2.09813 -3.47724
16 H 6.41482 1.68092 -2.21101
17 H 7.51693 2.99616 -3.83433
18 H 7.10805 2.02090 -5.29033
19 H 8.98106 0.86372 -3.13190
20 H 9.14101 1.34001 -4.90256
21 H 6.87151 -0.38595 -6.30988
22 H 8.68883 -0.34548 -6.24045
23 H 7.89670 -1.89420 -6.01567
24 H 8.96368 -1.54283 -2.76381
25 H 9.03038 -2.44027 -4.29597
26 H 10.14938 -1.17153 -3.78000
27 H 3.92403 0.82541 -4.74952
28 H 4.36194 -0.93675 -4.97906
29 H 5.19759 0.28513 -5.80327
30 H 6.84900 -2.40852 -2.91834
31 C 1.94570 1.50192 -0.01071
32 C 0.87860 0.42139 -0.50642
33 C 1.58580 -0.93865 -0.08245
34 C 0.61866 -2.13397 -0.20162
35 C -0.42869 -1.99554 0.85773
36 C -1.31379 -0.63614 0.55359
37 N -0.35051 0.48750 0.37301
38 O -1.04940 1.73378 0.35359
39 C -2.36896 -0.78999 -0.59773
40 C -2.00916 -0.30773 1.92757
41 C 0.71251 0.56914 -2.06188
42 H 2.76077 1.00570 0.51612
43 H 1.61793 2.32291 0.62696
44 H 2.55233 1.98403 -0.77731
45 H 2.31037 -1.31882 -0.80256
46 H 2.11870 -0.85596 0.86480
47 H 1.36516 -2.91999 -0.08746
48 H 0.14333 -2.28490 -1.17084
49 H -0.10593 -2.24079 1.86955
50 H -1.03834 -2.89898 0.87235
51 H -3.00973 0.08382 -0.71593
52 H -1.99803 -0.88411 -1.61835
53 H -3.06957 -1.62007 -0.50707
54 H -2.45509 0.68484 1.86383
55 H -2.74893 -1.04102 2.24868
56 H -1.26526 -0.26078 2.72287
57 H 1.67492 0.34644 -2.52261
58 H 0.32528 1.58679 -2.11248
59 H -0.00545 -0.13384 -2.48432
60 H -0.88910 2.08103 1.23411
61 C 3.43975 4.27923 4.70395
62 C 2.33466 4.72521 3.73049
63 C 1.40251 3.53420 3.54298
64 C 0.40403 3.29349 4.63621
65 C -0.26874 4.61552 4.94983
66 C 0.63826 5.79006 5.46103
67 N 1.66946 5.88658 4.40951
68 O 2.43859 7.02093 4.44980
69 C -0.13472 7.10284 5.47859
70 C 1.14324 5.50501 6.91661
71 C 2.78881 5.23184 2.24725
72 H 4.28709 3.77423 4.24017
73 H 3.05171 3.60687 5.46910
74 H 3.88192 5.16529 5.15944
75 H 0.81626 3.55439 2.62428
76 H 1.97279 2.62225 3.71973
77 H 0.98006 2.95186 5.49619
78 H -0.37554 2.56885 4.40113
79 H -0.80395 4.24347 5.82347
80 H -0.90789 4.81162 4.08895
81 H -0.97093 7.03404 6.17438
82 H 0.46567 7.91468 5.88914
83 H -0.39739 7.37109 4.45528
84 H 1.75899 4.60918 6.99695
85 H 1.83496 6.30718 7.17378
86 H 0.37475 5.19922 7.62654
87 H 1.98989 5.66788 1.64750
88 H 3.22273 4.44476 1.63053
89 H 3.55269 6.00938 2.24605
90 H 2.36304 7.27111 3.52606
91 C 1.39678 -8.18261 -1.69926
92 C 2.33991 -7.38907 -0.87728
93 C 3.70154 -8.13886 -1.01956
94 C 4.88504 -7.34286 -0.38803
95 C 4.81890 -6.01123 -1.06364
96 C 3.56783 -5.02730 -1.01668
97 N 2.39562 -5.95683 -1.26116
98 O 1.18972 -5.27147 -1.27916
99 C 3.57816 -4.42556 0.44962
100 C 3.75170 -3.97829 -2.16973
101 C 1.80758 -7.55442 0.59438
102 H 1.70416 -7.94547 -2.71777
103 H 0.33283 -7.95261 -1.64243
104 H 1.49869 -9.25754 -1.55011
105 H 3.46689 -9.09049 -0.54265
106 H 3.90620 -8.38131 -2.06235
107 H 5.79973 -7.82826 -0.72836
108 H 4.85957 -7.28817 0.70029
109 H 5.03935 -6.15462 -2.12144
110 H 5.74034 -5.44295 -0.93678
111 H 3.94086 -3.39818 0.41769
112 H 2.59170 -4.38515 0.91154
113 H 4.37463 -4.93646 0.99063
114 H 2.81620 -3.53517 -2.51119
115 H 4.50512 -3.28543 -1.79503
116 H 4.21267 -4.39015 -3.06749
117 H 1.22154 -6.64722 0.74142
118 H 2.43601 -7.53877 1.48485
119 H 1.07160 -8.35434 0.67542
120 H 0.99834 -5.38480 -2.21304
121 C -3.45535 -0.85644 -4.09299
122 C -4.84444 -1.49454 -4.44594
123 C -5.13246 -2.30028 -3.12861
124 C -6.59005 -2.59996 -2.97883
125 C -7.46829 -1.41892 -3.16447
126 C -7.26233 -0.59140 -4.43989
127 N -5.77435 -0.36426 -4.47309
128 O -5.53701 0.45949 -5.50070
129 C -7.84664 -1.35290 -5.75685
130 C -7.95626 0.77991 -4.28435
131 C -4.76957 -2.43960 -5.62845
132 H -2.68006 -1.61838 -4.01258
133 H -3.52133 -0.33877 -3.13603
134 H -3.19985 -0.07602 -4.80976
135 H -4.51370 -3.19588 -3.07259
136 H -4.83373 -1.68690 -2.27854
137 H -6.82297 -3.18293 -2.08777
138 H -6.84715 -3.26442 -3.80376
139 H -7.42297 -0.84737 -2.23744
140 H -8.49488 -1.78525 -3.16469
141 H -7.70330 -2.43024 -5.67366
142 H -8.92190 -1.17892 -5.79745
143 H -7.31636 -1.14901 -6.68708
144 H -8.79277 0.89308 -3.59474
145 H -7.20164 1.51152 -3.99558
146 H -8.44463 1.11523 -5.19930
147 H -3.79818 -2.92953 -5.69528
148 H -4.69565 -1.85297 -6.54413
149 H -5.50893 -3.22533 -5.78368
150 H -4.58986 0.31212 -5.55356
151 C -5.96534 0.24258 4.74867
152 C -5.53059 1.70572 5.10139
153 C -4.00560 1.67662 5.34872
154 C -3.36920 3.05523 5.36355
155 C -3.72581 3.94253 4.20653
156 C -5.22344 3.94870 3.80853
157 N -5.82179 2.58388 3.94640
158 O -7.18424 2.66982 3.55922
159 C -5.81854 5.01889 4.75943
160 C -5.13427 4.30978 2.31970
161 C -6.28931 2.04020 6.40959
162 H -7.04551 0.12523 4.66182
163 H -5.61314 -0.46285 5.50128
164 H -5.64423 -0.09706 3.76396
165 H -3.80208 1.15426 6.28351
166 H -3.56144 1.01101 4.60860
167 H -2.28060 3.03065 5.31403
168 H -3.49848 3.59975 6.29890
169 H -3.16123 3.74472 3.29537
170 H -3.28755 4.93622 4.29923
171 H -5.33017 5.97400 4.56618
172 H -6.83700 5.12738 4.38651
173 H -5.80704 4.92113 5.84498
174 H -6.03483 4.04471 1.76578
175 H -5.07217 5.39343 2.22002
176 H -4.36128 3.87221 1.68795
177 H -6.08443 1.32802 7.20891
178 H -7.35911 2.09126 6.20703
179 H -6.08613 2.96302 6.95294
180 H -7.28819 1.88418 3.01740

Highest occupied orbital energy (alpha / beta) ... -8.82 / -8.82 eV
E_LUMO (alpha / beta) ... -2.548 / -6.501 eV
2S+1 ... 2
Net charge ... +1
Gap between HOMO and LUMO (alpha / beta) ... 6.269 / 2.316 eV
Energy above the lowest of the compared OMol25 structures with the same formula, charge and spin ... 91.0 kcal per mole
Electronic energy ... -2905.04160 hartree
Max |F| ... 7.46 eV/A

***

Entry 4:
ORCA calculation (ωB97M-V/def2-TZVPD) on an isolated molecule of C3H3NO3 at a distorted geometry.

Positions of all 10 atoms, in Å:
1 O 0.21045 -2.55895 1.11892
2 N 0.02165 -1.22895 1.65981
3 C -0.07120 -0.32102 0.79863
4 O 0.33922 -0.51653 -0.52702
5 C 0.00885 0.73306 -1.18775
6 C -0.44737 1.57358 -0.22600
7 O -0.44386 0.99722 0.97234
8 H 0.59666 -2.34070 0.16275
9 H 0.27898 0.98195 -2.27407
10 H -0.49338 2.68033 -0.49761

Highest occupied orbital energy ... -8.91 eV
E_LUMO ... 0.691 eV
Gap between HOMO and LUMO ... 9.601 eV
Energy above the lowest of the compared OMol25 structures with the same formula, charge and spin ... 106.4 kcal per mole
Electronic energy ... -396.45485 hartree
SMILES ... ON=c1occo1
Max |F| ... 4.76 eV/A

***

Entry 5:
ORCA calculation (ωB97M-V/def2-TZVPD) on a cluster of 2 separate species, CH8N2OSi in total at a distorted geometry.

Positions of all 13 atoms, in Å:
1 C 1.33009 1.05848 -0.98247
2 N 0.45954 -0.35765 1.31590
3 N -2.81329 0.59944 0.13945
4 O 0.98955 -1.95285 -0.72827
5 Si 0.37745 -0.50857 -0.36762
6 H 1.06798 1.90025 -0.26459
7 H 2.43458 1.05576 -1.11918
8 H 0.91172 1.43230 -1.94989
9 H 0.40765 -1.24662 1.76427
10 H -0.04855 0.30364 1.92937
11 H -3.18103 0.10461 0.98804
12 H -3.27130 0.09115 -0.67461
13 H 1.33562 -2.47993 -0.05041

Highest occupied orbital energy (alpha / beta) ... -10.22 / -6.82 eV
E_LUMO (alpha / beta) ... -0.186 / -0.501 eV
Gap between HOMO and LUMO (alpha / beta) ... 10.039 / 6.316 eV
Energy above the lowest of the compared OMol25 structures with the same formula, charge and spin ... 113.7 kcal per mole
Electronic energy ... -517.08270 hartree
Max |F| ... 2.76 eV/A

***

Entry 6:
ORCA calculation (ωB97M-V/def2-TZVPD) on an isolated molecule of C15H24N2O2.

Positions of all 43 atoms, in Å:
1 C -2.55273 -3.44280 0.46000
2 C -3.11264 -2.82437 -0.56122
3 C -2.53478 -1.63882 -1.27884
4 O -1.45601 -1.02112 -0.60480
5 N -1.87345 0.21729 -0.08477
6 C -0.97673 0.98345 0.38541
7 C -1.40055 2.31701 0.92185
8 C -2.88838 2.62489 0.77439
9 C -3.26637 2.92735 -0.66970
10 C 0.47215 0.67171 0.42617
11 C 0.92306 -0.45642 1.04538
12 N 0.11525 -1.22279 1.81941
13 C 2.36469 -0.86255 1.01944
14 C 3.08324 -0.32993 -0.22437
15 C 4.58236 -0.61654 -0.11779
16 C 2.52652 -1.00019 -1.48209
17 C 2.84480 1.17828 -0.27342
18 C 1.37718 1.57103 -0.26984
19 O 1.02155 2.60329 -0.81294
20 H -3.00972 -4.29339 0.93498
21 H -1.60561 -3.11765 0.85549
22 H -4.05608 -3.16181 -0.96851
23 H -3.31942 -0.89135 -1.44352
24 H -2.15692 -1.96221 -2.25890
25 H -1.10996 2.35211 1.97715
26 H -0.80934 3.07172 0.39670
27 H -3.12820 3.48917 1.39840
28 H -3.46913 1.77374 1.13286
29 H -4.32871 3.14752 -0.74946
30 H -2.70609 3.78399 -1.03703
31 H -3.03828 2.07278 -1.29897
32 H 0.42671 -2.14307 2.07960
33 H -0.87954 -1.08023 1.75685
34 H 2.43604 -1.95296 1.05753
35 H 2.85445 -0.47010 1.91729
36 H 5.10266 -0.23440 -0.99261
37 H 4.76346 -1.68760 -0.05406
38 H 5.00680 -0.14355 0.76550
39 H 1.45268 -0.84909 -1.55831
40 H 2.72343 -2.07043 -1.46188
41 H 2.99549 -0.58310 -2.36999
42 H 3.30795 1.62203 -1.15657
43 H 3.29818 1.64912 0.60519

Highest occupied orbital energy ... -8.48 eV
E_LUMO ... 0.635 eV
Gap between HOMO and LUMO ... 9.112 eV
Energy above the lowest of the compared OMol25 structures with the same formula, charge and spin ... 104.4 kcal per mole
Electronic energy ... -845.89574 hartree
SMILES ... C=CCO/N=C(/CCC)C1=C(N)CC(C)(C)CC1=O
Max |F| ... 0.99 eV/A